1.
DFT (ωB97M-V with the def2-TZVPD basis set) results for a cluster of 4 separate species, C2H12N2O4 in total.

Properties
Kohn-Sham gap = 10.1 eV
SMILES = NCNC=O.O.O.O
highest occupied orbital energy = -9.42 eV

```
! RIJCOSX wB97M-V def2-TZVPD def2/J DEFGRID3
* xyz 0 1
O -2.579 -0.118 -0.285
O 1.113 -2.808 1.295
O -0.461 1.296 1.021
O -1.072 -0.789 2.219
N 0.781 1.903 -0.800
N 1.666 -0.202 -1.886
C 0.364 2.088 0.540
C 0.512 0.709 -1.501
H -3.479 -0.350 -0.248
H -0.166 0.862 -2.495
H 2.283 0.100 -2.536
H 2.132 -0.736 -1.085
H -2.287 -0.718 0.466
H 0.714 2.829 1.226
H 0.932 -3.183 0.473
H -0.260 -0.036 -1.009
H -0.391 -0.460 1.596
H 0.256 -3.002 1.807
H -1.590 0.004 2.354
H 1.531 2.610 -1.152
*
```

Atom charges from the Löwdin analysis, given in e for atoms 1 to 5:
1. O -0.07
2. O -0.07
3. O -0.06
4. O -0.09
5. N 0.00

***

2.
DFT (ωB97M-V with the def2-TZVPD basis set) results for a cluster of 4 separate species, C2H12N2O4 in total.

Properties
Kohn-Sham gap = 10.6 eV
SMILES = CNC(N)=O.O.O.O
highest occupied orbital energy = -10.19 eV

```
! RIJCOSX wB97M-V def2-TZVPD def2/J DEFGRID3
* xyz 0 1
O 1.064 1.251 -2.944
O -0.689 0.388 -1.176
O 1.559 -0.963 2.332
O 0.687 2.423 0.039
N 1.087 -0.872 -0.488
N -0.980 -1.075 0.521
C -0.211 -0.497 -0.441
C -2.311 -0.597 0.822
H 0.946 -0.241 2.154
H 1.702 -0.304 -1.033
H 0.429 0.938 -2.252
H 0.859 0.649 -3.664
H -0.661 -1.929 0.937
H -2.572 -0.980 1.809
H 2.082 -0.636 3.071
H -3.093 -0.905 0.128
H -2.295 0.488 0.900
H 1.453 -1.410 0.276
H 1.028 2.428 -0.869
H -0.085 1.843 -0.121
*
```

Atom charges from the Löwdin analysis, given in e for atoms 1 to 5:
1. O -0.09
2. O -0.02
3. O -0.06
4. O -0.07
5. N 0.20

***

Out of the structures above, which one is the least stable? Solution: 1.